No. 1
# C2H4N2OS

The molecule C2H4N2OS in a non-equilibrium geometry (wB97M-V/def2-TZVPD, the OMol25 dataset).

The geometry in XYZ format:
```
10
C2H4N2OS, DFT wB97M-V/def2-TZVPD
C -0.7221 -0.1913 0.3420
C 1.8924 1.3201 -1.0922
H -2.3637 -2.8425 1.6450
H -0.9239 0.6895 0.9091
H 2.5054 2.1867 -0.9070
H 2.0692 0.6100 -1.8967
N -1.1496 -1.3880 0.3975
N 0.9570 1.1875 -0.2546
O 0.3187 -0.0162 -0.5446
S -2.5835 -1.5559 1.4016
```

Energy relative to the best compared isomer or geometry (same formula, charge and spin), kcal/mol: 91.0
Gap between HOMO and LUMO, Ha: 0.3570
Multiplicity: 1
DFT total energy, hartree: -661.4406
HOMO energy, eV: -8.75
Net charge: 0

***

No. 2
# C9H40NO12

A cluster of 12 separate species, C9H40NO12 in total in a non-equilibrium geometry (wB97M-V/def2-TZVPD, the OMol25 dataset).

The geometry in XYZ format:
```
62
C9H40NO12, DFT wB97M-V/def2-TZVPD
C -1.3822 0.8757 -2.4200
C -1.3430 0.5200 -0.9544
C -2.3691 -0.6655 -0.8013
C -1.8608 -2.0452 -1.3536
C -0.5917 -2.3973 -0.6036
C 0.5797 -1.3045 -0.6780
N 0.0734 0.0544 -0.4675
O 1.0317 1.1424 -0.4957
C 1.3501 -1.4928 -2.0326
C 1.5033 -1.7692 0.4880
C -1.9487 1.6870 -0.1170
H -1.1376 0.0316 -3.0648
H -0.5586 1.5466 -2.6643
H -2.2285 1.5272 -2.6373
H -3.3100 -0.3254 -1.2339
H -2.5517 -0.7097 0.2724
H -1.5767 -1.9227 -2.3988
H -2.5986 -2.8441 -1.4282
H -0.2139 -3.3723 -0.9114
H -0.8529 -2.6854 0.4147
H 1.8016 -2.4700 -2.2043
H 2.1869 -0.7981 -1.9603
H 0.8488 -1.3642 -2.9919
H 1.6548 -2.8469 0.5489
H 0.9753 -1.6911 1.4384
H 2.4467 -1.2237 0.5110
H -2.8981 2.0799 -0.4809
H -1.2670 2.5373 -0.1389
H -2.0174 1.5004 0.9547
O -3.8301 3.7016 7.4451
H -3.1209 3.6728 8.0872
H -4.3611 2.9292 7.6392
O 4.8129 4.3649 -4.2954
H 4.3864 3.8184 -3.6353
H 5.5078 3.8118 -4.6523
O 7.2531 2.9153 0.8795
H 6.3397 2.6328 0.8331
H 7.6972 2.4037 0.2032
O -2.5209 -6.3284 6.4215
H -3.4240 -6.3211 6.1044
H -2.1695 -5.4759 6.1647
O 0.4394 1.3170 5.0560
H -0.4598 1.4751 4.7685
H 0.9138 1.1019 4.2528
O -6.8387 7.1583 3.8308
H -6.1315 7.6404 3.4021
H -6.4194 6.3665 4.1677
O 0.3246 7.7403 -2.1744
H 0.5419 6.9048 -2.5879
H -0.5922 7.6486 -1.9152
O 0.9673 5.7451 3.5268
H 0.4826 5.0603 3.9876
H 1.0301 5.4296 2.6253
O -6.2902 -2.5567 -5.9626
H -5.6201 -2.6672 -6.6371
H -5.9625 -1.8449 -5.4130
O 7.4044 -8.1187 0.9176
H 7.1725 -7.5600 0.1758
H 8.3605 -8.1596 0.8976
O 3.8137 -8.6491 -5.6122
H 3.5368 -9.3678 -5.0439
H 3.0100 -8.3634 -6.0466
```

Gap between HOMO and LUMO, Ha: 0.1454
Multiplicity: 1
DFT total energy, hartree: -1324.4153
HOMO energy, eV: -1.89
Net charge: -1

***

No. 3
# C35H30BrCaN6O4

A structure of composition C35H30BrCaN6O4 (wB97M-V/def2-TZVPD, the OMol25 dataset).

The geometry in XYZ format:
```
77
C35H30BrCaN6O4, DFT wB97M-V/def2-TZVPD
Ca 0.0173 -0.7028 0.6371
Br 1.1640 8.7630 -0.7882
C 1.6343 7.3667 -1.9842
C 2.8587 7.4047 -2.6249
C 3.1928 6.3868 -3.5067
C 2.3283 5.3223 -3.7181
C 1.0897 5.3115 -3.0758
C 0.7383 6.3314 -2.2126
N 2.6572 4.3623 -4.7310
N 2.5842 3.1383 -4.5277
C 2.3839 2.5897 -3.2399
C 3.0095 3.0349 -2.0906
C 2.8384 2.4183 -0.8566
C 1.9767 1.3248 -0.6958
O 1.7557 0.7470 0.4235
C 1.3264 0.8382 -1.9088
N 0.4843 -0.2188 -1.7549
C -0.0858 -0.7499 -2.8100
C 0.1242 -0.2498 -4.1082
C 0.9280 0.8404 -4.2807
C 1.5664 1.4266 -3.1622
H 3.5413 8.2242 -2.4480
H 4.1368 6.4080 -4.0373
H 0.4040 4.4914 -3.2479
H -0.2222 6.3156 -1.7160
H 3.6794 3.8832 -2.1619
H 3.3626 2.7836 0.0166
H -0.7199 -1.6135 -2.6396
H -0.3605 -0.7266 -4.9493
H 1.0986 1.2645 -5.2613
C -1.0242 -4.9552 3.2828
C 0.4824 -4.8450 3.4825
C 1.2542 -4.5469 2.1848
C 2.7580 -4.4197 2.4954
C 3.6108 -4.0872 1.2755
C 1.0624 -5.7155 1.2328
O 1.4040 -6.8449 1.5266
N 0.5167 -5.4326 0.0147
C 0.1303 -4.1640 -0.4631
O -0.3312 -4.0891 -1.5855
N 0.2931 -3.1023 0.3663
C 0.7716 -3.2275 1.6091
O 0.8480 -2.2071 2.3240
H -1.5220 -5.1607 4.2310
H -1.2761 -5.7652 2.5937
H -1.4438 -4.0277 2.8892
H 0.8835 -5.7746 3.8899
H 0.7066 -4.0371 4.1804
H 3.0782 -5.3666 2.9333
H 2.8653 -3.6376 3.2482
H 3.5221 -4.8582 0.5065
H 4.6627 -4.0159 1.5528
H 3.3190 -3.1316 0.8353
H 0.3903 -6.2004 -0.6279
C -4.6353 -2.6801 2.9694
C -3.8674 -3.0239 1.8667
C -3.0751 -2.0794 1.2322
C -3.0098 -0.7503 1.6842
C -3.7955 -0.4204 2.8061
C -4.5889 -1.3667 3.4285
N -2.1315 0.1287 1.0721
C -2.4710 1.4468 0.8670
C -3.7929 1.9299 0.7822
C -4.0564 3.2570 0.4856
C -3.0300 4.1662 0.2586
C -1.7189 3.7086 0.3369
C -1.4448 2.3879 0.6391
H -5.2576 -3.4164 3.4617
H -3.8924 -4.0395 1.4879
H -2.5052 -2.3555 0.3503
H -3.7559 0.5911 3.1907
H -5.1743 -1.0792 4.2948
H -4.6154 1.2415 0.9278
H -5.0882 3.5853 0.4210
H -3.2455 5.2021 0.0302
H -0.8937 4.3932 0.1723
H -0.4090 2.0696 0.7173
```

Energy relative to the best compared isomer or geometry (same formula, charge and spin), kcal/mol: 0.0
Gap between HOMO and LUMO, Ha: 0.2304
Multiplicity: 1
DFT total energy, hartree: -5233.1607
HOMO energy, eV: -4.23
Net charge: -1

***

No. 4
# CF3N3

A cluster of 2 separate species, CF3N3 in total in a non-equilibrium geometry (wB97M-V/def2-TZVPD, the OMol25 dataset).

The geometry in XYZ format:
```
7
CF3N3, DFT wB97M-V/def2-TZVPD
C -1.3213 0.8096 1.2798
N -0.1984 -1.1314 -1.0625
N -2.0576 1.2207 0.5154
N 0.8137 -0.6044 -1.0372
F -0.6760 0.2131 2.2216
F 1.7043 0.0080 -2.1170
F 1.7353 -0.5157 0.2000
```

Energy relative to the best compared isomer or geometry (same formula, charge and spin), kcal/mol: 24.7
Gap between HOMO and LUMO, Ha: 0.3825
Multiplicity: 1
DFT total energy, hartree: -501.7229
HOMO energy, eV: -12.63
Net charge: 0

***

No. 5
# C3H11N3O

A cluster of 2 separate species, C3H11N3O in total in a non-equilibrium geometry (wB97M-V/def2-TZVPD, the OMol25 dataset).

The geometry in XYZ format:
```
18
C3H11N3O, DFT wB97M-V/def2-TZVPD
C -0.0740 0.6542 -2.2951
C 1.0000 0.6093 -1.1992
N 0.4883 0.4845 0.1593
C 0.5097 -0.7139 0.8180
N 1.2500 -1.8015 0.3753
N -0.2191 -0.7521 1.8821
H 0.1016 1.4503 -3.0237
H -0.1818 -0.2692 -2.8627
H -1.0727 0.9223 -1.9393
H 1.5956 1.5196 -1.2518
H 1.5975 -0.2489 -1.4782
H -0.0013 1.2750 0.5271
H 1.9048 -1.6438 -0.3669
H 0.6467 -2.6007 0.3396
H -0.0213 -1.4788 2.5501
H -2.8617 0.4951 0.6065
H -2.0806 1.2731 1.4824
O -2.3683 1.3243 0.5559
```

Energy relative to the best compared isomer or geometry (same formula, charge and spin), kcal/mol: 24.8
Gap between HOMO and LUMO, Ha: 0.3407
Multiplicity: 1
DFT total energy, hartree: -360.3979
HOMO energy, eV: -8.41
Net charge: 0

***

No. 6
# C3H9N2

The molecule C3H9N2 in a non-equilibrium geometry (wB97M-V/def2-TZVPD, the OMol25 dataset).

The geometry in XYZ format:
```
14
C3H9N2, DFT wB97M-V/def2-TZVPD
C -0.8771 0.6651 -0.3448
N -0.1975 1.9027 -0.5953
H -1.1939 0.4674 0.6745
H -1.8256 0.6505 -0.8909
H -0.8595 2.6615 -0.5145
H 0.3567 2.2199 0.1889
C 0.9227 -0.9418 1.4789
C 0.3642 -1.4172 0.3191
N -0.0407 -0.5305 -0.7611
H 0.7456 0.0529 1.9020
H 1.6549 -1.4686 2.0769
H 0.0086 -2.4286 0.1427
H -0.5690 -1.0783 -1.4320
H 0.7818 -0.0335 -1.1856
```

Energy relative to the best compared isomer or geometry (same formula, charge and spin), kcal/mol: 58.7
Gap between HOMO and LUMO (alpha / beta), Ha: 0.1838 / 0.3001
Multiplicity: 2
DFT total energy, hartree: -229.0477
HOMO energy (alpha / beta), eV: -4.23 / -7.63
Net charge: 0

***

No. 7
# C47H43ClN3PRu

A structure of composition C47H43ClN3PRu in a non-equilibrium geometry (wB97M-V/def2-TZVPD, the OMol25 dataset).

The geometry in XYZ format:
```
96
C47H43ClN3PRu, DFT wB97M-V/def2-TZVPD
Ru -0.6759 0.6474 -1.2210
C 2.3698 -0.7390 3.6755
C 3.4656 0.2320 3.3194
C 4.2356 0.8550 4.2963
C 5.2382 1.7528 3.9618
C 5.4910 2.0529 2.6291
C 4.7247 1.4532 1.6431
C 3.7289 0.5502 1.9913
N 2.9378 -0.0500 0.9654
C 1.7039 0.3842 0.6291
N 1.2378 1.4237 1.3302
C -0.0664 1.9756 1.4234
C -1.0377 1.7092 0.4705
C -2.2880 2.2981 0.7021
C -2.5440 3.1059 1.7930
C -1.5370 3.3623 2.7136
C -0.2834 2.8009 2.5433
C 0.8149 3.0800 3.5385
N 1.0290 -0.2162 -0.3518
C 1.6190 -1.4410 -0.8233
C 1.2427 -2.6533 -0.2533
C 1.7863 -3.8413 -0.7093
C 2.7278 -3.8196 -1.7310
C 3.1243 -2.6102 -2.2748
C 2.5916 -1.4001 -1.8307
C 3.0663 -0.0924 -2.3944
H 2.4937 -1.1031 4.6931
H 2.3608 -1.5936 3.0014
H 1.3855 -0.2610 3.6085
H 4.0516 0.6208 5.3366
H 5.8248 2.2149 4.7424
H 6.2721 2.7496 2.3609
H 4.8858 1.6792 0.5967
H 3.3660 -0.7299 0.3541
H 1.9170 1.8121 1.9707
H -3.0804 2.1443 -0.0207
H -3.5221 3.5525 1.9182
H -1.7226 3.9994 3.5675
H 0.4467 3.7153 4.3414
H 1.6625 3.6040 3.0846
H 1.2027 2.1669 3.9968
H 0.5063 -2.6614 0.5437
H 1.4767 -4.7785 -0.2686
H 3.1627 -4.7409 -2.0925
H 3.8761 -2.5909 -3.0544
H 3.8170 -0.2479 -3.1681
H 3.5002 0.5612 -1.6324
H 2.2455 0.4696 -2.8259
Cl -0.5403 -0.7568 -3.3309
C -0.9895 -2.3544 -2.7597
C -0.6149 -3.4427 -3.5234
C -0.9710 -4.7124 -3.0906
C -1.6895 -4.8696 -1.9119
C -2.0545 -3.7619 -1.1637
C -1.7143 -2.4806 -1.5803
P -2.1364 -0.9865 -0.6390
C -3.7948 -0.5458 -1.2107
C -4.6884 0.1514 -0.4022
C -5.9133 0.5510 -0.9125
C -6.2507 0.2650 -2.2288
C -5.3636 -0.4293 -3.0364
C -4.1387 -0.8376 -2.5306
C -2.3337 -1.4547 1.0881
C -3.4532 -2.1993 1.4730
C -3.6079 -2.5805 2.7937
C -2.6554 -2.2169 3.7411
C -1.5526 -1.4663 3.3666
C -1.3924 -1.0813 2.0418
H -0.0495 -3.2931 -4.4320
H -0.6810 -5.5759 -3.6724
H -1.9633 -5.8578 -1.5698
H -2.6003 -3.9088 -0.2366
H -4.4368 0.3800 0.6277
H -6.6063 1.0855 -0.2776
H -7.2072 0.5786 -2.6222
H -5.6252 -0.6599 -4.0598
H -3.4613 -1.3876 -3.1679
H -4.2074 -2.4670 0.7448
H -4.4742 -3.1561 3.0885
H -2.7830 -2.5135 4.7735
H -0.8182 -1.1685 4.1032
H -0.5454 -0.4754 1.7525
C -1.4823 2.1340 -2.4264
C -0.0717 2.6694 -2.5732
C 0.5836 3.3653 -1.5617
C 1.8890 3.8151 -1.7318
C 2.5610 3.5966 -2.9225
C 1.9152 2.9189 -3.9512
C 0.6257 2.4506 -3.7686
H -1.9441 1.8385 -3.3716
H -2.1337 2.8498 -1.9199
H 0.0577 3.5728 -0.6320
H 2.3688 4.3611 -0.9306
H 3.5690 3.9633 -3.0572
H 2.4164 2.7572 -4.8968
H 0.1282 1.9328 -4.5817
```

Energy relative to the best compared isomer or geometry (same formula, charge and spin), kcal/mol: 2.1
Gap between HOMO and LUMO (alpha / beta), Ha: 0.2881 / 0.2602
Multiplicity: 2
DFT total energy, hartree: -2877.3791
HOMO energy (alpha / beta), eV: -10.36 / -10.23
Net charge: +1

***

No. 8
# C2H4IOP3

The molecule C2H4IOP3 in a non-equilibrium geometry (wB97M-V/def2-TZVPD, the OMol25 dataset).

The geometry in XYZ format:
```
11
C2H4IOP3, DFT wB97M-V/def2-TZVPD
C 0.8424 0.1220 0.4152
C -0.1003 -0.8538 1.0589
O 1.7375 2.3945 -2.1408
P 1.1446 1.7380 0.8660
P 2.0381 -0.4262 -0.9633
P 2.5881 1.7807 -0.8850
I 0.6771 -0.7903 -2.9887
H 0.3871 -1.6357 1.7817
H -0.6202 -1.5071 0.2538
H -0.7539 -0.2117 1.7663
H 0.8021 2.1108 -2.1407
```

Energy relative to the best compared isomer or geometry (same formula, charge and spin), kcal/mol: 0.0
Gap between HOMO and LUMO, Ha: 0.2795
Multiplicity: 1
DFT total energy, hartree: -1475.5897
HOMO energy, eV: -8.53
Net charge: 0